Computed, not measured: an isolated ion of composition C5H12NO and charge -1 at a distorted geometry, with the ωB97M-V functional and the def2-TZVPD basis.

Each line ends with the natural charge from an NBO analysis.
Element x y z (Å)
C -0.2371 1.7452 2.1156  -0.60
C 0.3255 0.6122 1.2551  -0.22
N 0.2664 0.9760 -0.1670  -0.65
C 1.0609 0.0738 -1.0291  -0.22
C 0.4555 -1.3103 -1.3352  -0.49
C -1.1417 -1.4699 -1.2426  0.03
O -1.5821 -2.5069 -1.9327  -0.94
H 0.4115 2.6255 2.2122  0.19
H -1.2069 2.0027 1.7171  0.20
H -0.4174 1.3408 3.1137  0.19
H -0.3310 -0.2399 1.4469  0.17
H 1.3656 0.4077 1.5308  0.17
H -0.7032 0.8542 -0.4167  0.36
H 1.2289 0.6229 -1.9510  0.18
H 2.0181 -0.0946 -0.5495  0.17
H 0.5602 -1.5572 -2.3834  0.21
H 0.8381 -2.1078 -0.6901  0.18
H -1.3676 -1.5109 -0.1357  0.05
H -1.5437 -0.4635 -1.5586  0.04

**HOMO-LUMO gap**: 6.1 eV
**SMILES string**: CCNCCC[O-]
**Energy relative to the best compared isomer or geometry (same formula, charge and spin)**: 20.4 kcal/mol
**Total charge**: -1

Computed, not measured: AgBr2ClI2O4Sn as an isolated structure at a distorted geometry, with the ωB97M-V functional and the def2-TZVPD basis.

Each line ends with the natural charge from an NBO analysis.
Element x y z (Å)
Sn 3.1815 1.8538 -2.9075  1.10
Ag 0.2384 -1.3947 -0.4182  0.77
I 2.7440 -2.0425 -3.5275  -0.36
I 0.7100 -3.9247 0.5890  -0.81
Br -0.7192 -0.7970 -3.3203  -0.18
Br 3.0561 1.3479 0.2307  -0.54
Cl -1.8369 1.0762 1.8706  2.54
O -2.0648 1.9460 0.8742  -0.84
O -0.8072 1.3659 2.9941  -0.84
O -2.9531 0.8565 2.5689  -0.87
O -1.5489 -0.2873 1.0462  -0.97

**HOMO-LUMO gap (spin up / spin down)**: 3.2 / 3.2 eV
**Spin multiplicity**: 2
**Expectation value of S²**: 0.915
**Total charge**: -1

Computed, not measured: C43H36N4O4W as an isolated structure, with the ωB97M-V functional and the def2-TZVPD basis.

Each line ends with the Löwdin charge.
Element x y z (Å)
W 0.8832 -0.2694 -0.8678  1.70
C -3.1301 1.1331 3.2087  0.04
C -1.9327 0.2335 3.0289  -0.51
C -1.4111 -0.3322 4.3237  0.04
O -0.8635 0.9792 2.3790  0.03
C -0.6913 0.6105 1.0804  -0.22
C -1.7405 -0.5216 0.8341  -0.16
O -2.2246 -0.8103 2.1166  0.01
C -1.1899 -1.8270 0.1944  -0.35
O -0.6129 -1.4025 -1.0614  -0.25
C -0.0501 -2.4295 1.0195  -0.15
C -0.2735 -2.9550 2.2864  0.01
C 0.7814 -3.4460 3.0406  -0.01
C 2.0844 -3.4334 2.5485  -0.04
C 2.3216 -2.9564 1.2762  -0.06
C 1.2595 -2.4562 0.5205  -0.14
C -2.2670 -2.8613 -0.0630  -0.15
C -3.6178 -2.5845 0.1077  -0.01
C -4.5705 -3.5556 -0.1764  -0.05
C -4.1815 -4.8025 -0.6369  -0.06
C -2.8307 -5.0848 -0.8122  -0.05
C -1.8814 -4.1200 -0.5218  -0.02
C -0.5983 1.8665 0.1460  -0.31
O 0.0656 1.3695 -1.0728  -0.26
C -1.9667 2.4043 -0.1912  -0.18
C -2.5661 3.3382 0.6473  -0.03
C -3.8446 3.7997 0.3673  -0.05
C -4.5243 3.3399 -0.7528  -0.05
C -3.9251 2.4147 -1.5965  -0.05
C -2.6495 1.9463 -1.3161  -0.03
C 0.3682 2.9389 0.6602  -0.16
C 1.2845 2.7397 1.6903  -0.05
C 2.2260 3.7201 1.9925  -0.06
C 2.2678 4.8989 1.2670  -0.06
C 1.3602 5.1002 0.2341  -0.04
C 0.4212 4.1268 -0.0672  -0.01
H -2.8505 2.0176 3.7822  0.11
H -3.9030 0.5894 3.7526  0.11
H -3.5289 1.4423 2.2429  0.09
H -1.2377 0.4745 5.0356  0.11
H -0.4786 -0.8697 4.1566  0.08
H -2.1515 -1.0136 4.7437  0.11
H 0.3854 0.1187 1.0007  0.11
H -2.5194 -0.1388 0.1739  0.15
H -1.2821 -2.9918 2.6707  0.14
H 0.5839 -3.8591 4.0225  0.13
H 2.8967 -3.8365 3.1390  0.12
H 3.3159 -3.0091 0.8477  0.12
H 1.4593 -2.3720 -0.5552  0.08
H -3.9508 -1.6246 0.4792  0.12
H -5.6202 -3.3333 -0.0334  0.12
H -4.9260 -5.5578 -0.8524  0.12
H -2.5198 -6.0590 -1.1672  0.11
H -0.8291 -4.3545 -0.6504  0.12
H -2.0301 3.7124 1.5116  0.13
H -4.3055 4.5311 1.0194  0.12
H -5.5173 3.7111 -0.9733  0.12
H -4.4490 2.0636 -2.4768  0.11
H -2.1798 1.2300 -1.9778  0.11
H 1.2439 1.8579 2.3131  0.10
H 2.9110 3.5684 2.8181  0.11
H 2.9928 5.6646 1.5130  0.12
H 1.3774 6.0219 -0.3333  0.12
H -0.2880 4.2949 -0.8699  0.13
N 6.9602 -0.8951 -3.1315  0.22
C 6.2667 -0.6322 -2.2545  -0.15
C 5.3576 -0.3210 -1.1830  -0.17
C 5.7926 -0.0227 0.1049  0.06
C 4.8437 0.2624 1.0725  0.01
C 3.5096 0.2346 0.7336  -0.10
N 3.0853 -0.0463 -0.5133  -0.07
C 4.0020 -0.3208 -1.4509  -0.05
H 6.8499 -0.0166 0.3366  0.15
H 5.1332 0.5058 2.0853  0.13
H 2.7475 0.4633 1.4643  0.10
H 3.6566 -0.5425 -2.4478  0.12
N 2.0933 2.9365 -6.1838  0.22
C 1.8835 1.9307 -5.6707  -0.14
C 1.6269 0.6834 -4.9998  -0.16
C 1.5139 -0.5220 -5.6885  0.06
C 1.2523 -1.6776 -4.9697  0.01
C 1.1179 -1.6055 -3.6019  -0.07
N 1.2481 -0.4424 -2.9320  -0.12
C 1.4842 0.6866 -3.6261  -0.05
H 1.6225 -0.5451 -6.7657  0.15
H 1.1432 -2.6316 -5.4658  0.13
H 0.8843 -2.4807 -3.0134  0.12
H 1.5462 1.6084 -3.0650  0.14

**HOMO-LUMO gap (spin up / spin down)**: 7.1 / 6.7 eV
**Spin multiplicity**: 3
**Expectation value of S²**: 2.013
**Total charge**: +2

Computed, not measured: the molecule C3H4O3, with the ωB97M-V functional and the def2-TZVPD basis.

Each line ends with the natural charge from an NBO analysis.
Element x y z (Å)
C 1.1929 -1.1574 0.2571  -0.48
C 1.2359 0.0876 -0.1827  0.12
O 0.1734 0.9656 -0.2604  -0.50
C -1.0675 0.5793 0.0499  0.98
O -1.4101 -0.1993 0.9049  -0.62
O -1.8970 1.2578 -0.7443  -0.66
H 2.0955 -1.7398 0.1657  0.21
H 0.3063 -1.5882 0.7034  0.24
H 2.1164 0.5716 -0.5929  0.20
H -2.7458 1.2228 -0.3006  0.50

**HOMO-LUMO gap**: 10.6 eV
**SMILES string**: C=COC(=O)O
**Energy relative to the best compared isomer or geometry (same formula, charge and spin)**: 21.2 kcal/mol

Computed, not measured: a 2-piece molecular cluster, C8H13N3O2S overall at a distorted geometry, with the ωB97M-V functional and the def2-TZVPD basis.

Each line ends with the natural charge from an NBO analysis.
Element x y z (Å)
C 4.1626 0.2128 0.9436  -0.20
C 2.9698 -0.0828 1.5055  -0.18
C 4.2510 0.4308 -0.4247  -0.19
C 1.7604 0.2515 0.7922  -0.23
C 3.0831 0.6031 -1.2129  -0.17
C 1.8545 0.6299 -0.5176  0.04
C -1.5820 -1.6949 -0.8463  -0.44
C -4.1969 -0.6176 0.7736  -0.83
N -0.3023 1.1814 -0.6093  -0.30
N 0.7784 1.1164 -1.2343  -0.13
N -1.4251 -0.6135 0.1003  -0.91
O -2.4394 1.3557 1.2078  -0.99
O -2.9565 0.9101 -1.1347  -1.00
S -2.7137 0.3654 0.1745  2.24
H 5.0739 0.1833 1.4458  0.22
H 2.8460 -0.5081 2.4573  0.22
H 5.2273 0.5533 -0.8527  0.22
H 0.8143 -0.0137 1.3160  0.25
H 3.0063 0.9872 -2.1625  0.23
H -0.6999 -1.9361 -1.3303  0.20
H -2.1742 -2.5490 -0.2849  0.18
H -2.3505 -1.4324 -1.5791  0.18
H -4.2998 -1.4107 0.1106  0.23
H -4.2664 -0.6931 1.8628  0.26
H -4.8225 0.0734 0.2966  0.23
H -1.1773 1.4742 -1.1776  0.46
H -0.4208 1.2234 0.3805  0.43

**HOMO-LUMO gap (spin up / spin down)**: 7.0 / 7.0 eV
**Energy relative to the best compared isomer or geometry (same formula, charge and spin)**: 129.4 kcal/mol

Computed, not measured: CH16BaO11 as an isolated structure at a distorted geometry, with the ωB97M-V functional and the def2-TZVPD basis.

Each line ends with the natural charge from an NBO analysis.
Element x y z (Å)
Ba -0.1045 -0.1671 -0.0849  1.87
C 1.6529 2.5947 -0.5568  0.89
O 1.7049 3.5281 -1.2965  -0.34
O 0.7137 2.4096 0.1574  -0.82
O 2.5242 1.7366 -0.9144  -0.66
O 2.4790 0.1518 1.2866  -1.01
H 2.9592 0.5381 2.0190  0.50
H 2.5121 0.8178 0.5999  0.49
O -1.8564 -2.0536 -1.0593  -0.98
H -2.4333 -1.5782 -1.6572  0.48
H -2.0823 -2.9746 -1.1894  0.51
O 1.1862 -2.5959 0.2565  -0.98
H 1.4663 -3.2552 -0.3784  0.50
H 1.7061 -2.7799 1.0388  0.50
O -1.4290 1.4898 -2.0829  -0.97
H -1.0258 1.8977 -2.8492  0.50
H -2.3411 1.3499 -2.3375  0.48
O 0.2714 1.6620 2.8370  -0.97
H -0.0114 1.9540 1.9704  0.48
H 0.1893 2.4386 3.3905  0.48
O -1.2112 -1.7677 1.8624  -0.97
H -0.6010 -1.8610 2.5940  0.49
H -1.6213 -2.6288 1.7806  0.50
O 1.2187 -1.0664 -2.4392  -0.98
H 2.1079 -0.8430 -2.7142  0.51
H 0.6622 -0.7625 -3.1562  0.48
O -2.5150 0.5746 0.8334  -0.98
H -3.3356 0.5364 0.3421  0.49
H -2.7862 0.6544 1.7478  0.51

**HOMO-LUMO gap (spin up / spin down)**: 9.0 / 9.0 eV
**Spin multiplicity**: 2
**Expectation value of S²**: 0.756
**Total charge**: +1

What are the electronic energy values for these records? In order: -327.66358; -6865.54273; -2246.71482; -342.42212; -1025.39270; -900.71518 Ha.